126
Properties=species:S:1:pos:R:3:forces:R:3 method="wB97M-V/def2-TZVPD" total_energy_ha=-3365.2441 homo_energy_ev=-8.0 spin_multiplicity=1 total_charge=0 smiles="CCCCCCCCCCCc1c(C[C@@H](O)C(F)(F)F)c(Cc2ccccc2)c2c(c1OC(=O)c1ccccc1)C(=O)N(S)C2=O.c1cc[nH]c1.c1cc[nH]c1.c1cc[nH]c1.c1cc[nH]c1"
C 7.1409 0.6127 5.7040 -0.220 -0.170 -0.238
C 6.5845 -0.5799 4.9010 -0.158 0.594 0.109
C 5.9264 -0.1360 3.5961 0.082 0.196 0.155
C 4.6520 0.6770 3.8316 0.042 -0.437 -0.056
C 3.7825 0.8422 2.5808 -0.245 0.486 -0.139
C 3.7790 2.2552 1.9578 0.119 -0.156 0.361
C 2.4286 2.6727 1.3501 0.475 -0.054 -0.535
C 2.4725 2.8120 -0.1875 -0.306 0.314 0.421
C 1.1513 2.4456 -0.8939 0.654 0.434 -0.328
C 1.3375 1.3847 -1.9875 -0.258 -0.132 -0.023
C 0.1710 0.3894 -2.1080 0.239 -0.052 -0.136
C -0.4072 -0.1303 -0.8212 -0.612 0.140 -0.150
C -1.8119 -0.2924 -0.6561 0.179 -0.178 0.343
C -2.7512 -0.0063 -1.8042 0.226 0.218 -0.171
C -2.8037 -1.1000 -2.8974 -0.144 0.047 0.178
O -4.1263 -1.5858 -2.9383 0.067 0.011 0.060
C -2.4888 -0.5924 -4.3124 -0.232 -0.453 -0.292
F -3.0402 0.6209 -4.5399 0.121 0.028 -0.039
F -1.1781 -0.5063 -4.5843 -0.260 0.244 0.354
F -3.0083 -1.4330 -5.2255 0.141 0.173 0.085
C -2.3550 -0.7345 0.5692 0.151 -0.058 0.131
C -3.8310 -0.9521 0.8293 0.225 -0.291 -0.057
C -4.3290 -2.2952 0.3350 -0.060 0.018 -0.243
C -3.6695 -3.4757 0.6565 0.113 -0.155 -0.015
C -4.1293 -4.6951 0.1874 -0.098 -0.105 -0.125
C -5.2569 -4.7586 -0.6215 0.070 0.128 0.114
C -5.9294 -3.5863 -0.9350 0.018 -0.211 -0.064
C -5.4658 -2.3693 -0.4619 -0.105 0.035 0.102
C -1.4576 -0.9808 1.6089 -0.107 0.080 -0.214
C -0.0916 -0.8550 1.4398 -0.099 -0.041 -0.132
C 0.4290 -0.4570 0.2312 0.322 -0.384 0.511
O 1.8149 -0.3841 0.1483 -0.156 0.352 -0.375
C 2.4127 -1.5041 -0.3340 -0.060 -0.589 -0.065
O 1.7951 -2.4917 -0.6372 -0.029 0.278 0.079
C 3.8872 -1.4059 -0.4001 0.257 -0.048 0.135
C 4.5962 -2.5630 -0.0890 0.105 0.026 -0.134
C 5.9822 -2.5668 -0.1366 -0.253 0.102 -0.037
C 6.6631 -1.4134 -0.5089 -0.105 -0.185 0.100
C 5.9553 -0.2589 -0.8129 0.058 -0.011 -0.038
C 4.5709 -0.2473 -0.7507 -0.035 -0.051 0.044
C 0.6036 -1.2319 2.6939 -0.045 -0.081 0.105
O 1.7466 -1.5161 2.8772 -0.044 0.118 0.063
N -0.4288 -1.2911 3.7157 -0.171 0.088 -0.627
S -0.3937 -0.0079 4.8396 0.181 -0.071 0.649
C -1.6986 -1.4272 3.0098 0.250 -0.125 0.184
O -2.6713 -1.8953 3.5186 -0.181 0.238 0.061
H 8.0378 0.3442 6.2567 0.020 0.024 0.106
H 7.3806 1.4382 5.0324 0.159 0.042 0.007
H 6.3946 0.9799 6.4062 0.038 0.082 0.088
H 5.8030 -1.0485 5.5019 0.169 -0.381 0.044
H 7.3781 -1.2982 4.7066 -0.019 -0.130 -0.036
H 6.6411 0.4769 3.0377 0.038 -0.110 -0.208
H 5.6790 -1.0100 2.9913 0.003 -0.042 -0.083
H 4.0695 0.1455 4.5893 -0.045 0.007 0.052
H 4.9012 1.6480 4.2618 -0.004 0.083 0.020
H 4.0747 0.1172 1.8205 -0.025 -0.093 0.093
H 2.7500 0.6003 2.8358 0.106 0.028 0.051
H 4.5585 2.3289 1.1960 0.079 0.032 -0.034
H 4.0699 2.9601 2.7386 -0.060 0.092 0.019
H 2.1445 3.6379 1.7673 -0.295 -0.049 0.100
H 1.6662 1.9343 1.6016 -0.057 0.021 0.195
H 3.2985 2.2237 -0.5840 -0.124 0.058 0.023
H 2.7052 3.8547 -0.4079 0.188 -0.016 -0.129
H 0.7982 3.3625 -1.3681 -0.368 -0.053 0.019
H 0.4061 2.1548 -0.1542 -0.033 -0.093 0.014
H 2.2691 0.8369 -1.8605 -0.098 0.124 0.067
H 1.4145 1.8854 -2.9524 0.093 -0.040 -0.086
H 0.4970 -0.4731 -2.6960 0.032 0.013 -0.085
H -0.5981 0.8708 -2.7002 -0.176 -0.021 0.057
H -2.5184 0.9662 -2.2360 0.069 0.006 -0.066
H -3.7706 0.0739 -1.4429 -0.054 -0.029 0.005
H -2.0937 -1.8955 -2.6652 0.100 -0.034 -0.097
H -4.1227 -2.5425 -3.0375 -0.067 -0.038 -0.038
H -4.4304 -0.1690 0.3738 -0.062 0.128 0.107
H -3.9698 -0.9381 1.9072 -0.170 0.224 0.046
H -2.7805 -3.4749 1.2731 0.015 0.152 0.061
H -3.6064 -5.6037 0.4509 0.055 -0.029 0.022
H -5.6095 -5.7101 -0.9926 -0.029 -0.049 -0.017
H -6.8067 -3.6275 -1.5657 -0.071 0.079 -0.001
H -6.0002 -1.4691 -0.7358 0.032 0.097 0.004
H 4.0517 -3.4540 0.1859 -0.045 -0.046 0.011
H 6.5060 -3.4790 0.1082 0.149 0.019 0.016
H 7.7427 -1.4266 -0.5536 0.056 0.078 -0.020
H 6.4860 0.6364 -1.1038 0.015 0.061 -0.001
H 4.0280 0.6601 -0.9740 0.111 -0.183 0.008
H -0.7787 1.0448 4.0842 0.024 -0.156 -0.273
C -8.2080 0.1447 -4.2232 -0.010 0.001 0.018
C -8.2123 1.2479 -3.3261 -0.012 -0.020 0.007
C -6.9134 1.6584 -3.1820 0.041 -0.032 0.011
N -6.1284 0.8461 -3.9536 -0.048 0.063 0.016
C -6.9069 -0.0768 -4.5910 0.024 -0.007 0.020
H -9.0616 -0.4198 -4.5586 -0.008 0.002 -0.007
H -9.0692 1.6883 -2.8449 -0.006 0.004 0.000
H -6.4849 2.4559 -2.5991 -0.013 0.017 -0.002
H -5.1312 0.9110 -4.0372 0.003 -0.036 -0.030
H -6.4705 -0.8096 -5.2477 0.000 -0.012 0.004
C -0.4194 7.2240 -0.3353 0.002 0.011 -0.013
C -0.8352 7.8118 -1.5617 0.010 0.002 0.010
C -1.4928 6.8467 -2.2751 0.004 -0.028 0.001
N -1.4893 5.6995 -1.5287 0.008 0.016 0.004
C -0.8389 5.9214 -0.3449 0.008 -0.058 -0.005
H 0.1244 7.7038 0.4608 -0.001 0.005 0.007
H -0.6700 8.8267 -1.8813 0.000 0.007 -0.001
H -1.9606 6.8782 -3.2439 0.002 0.009 -0.007
H -1.8998 4.8286 -1.8075 -0.015 -0.008 -0.001
H -0.7309 5.1371 0.3849 0.010 0.002 0.010
C 0.5576 0.0658 -7.9300 -0.015 0.009 0.026
C 0.6758 -0.9752 -6.9676 0.128 -0.025 -0.132
C 1.8154 -1.6742 -7.2652 0.022 0.011 -0.028
N 2.3870 -1.0971 -8.3664 -0.009 0.006 0.025
C 1.6280 -0.0360 -8.7774 0.014 -0.012 -0.002
H -0.2248 0.8038 -7.9920 -0.006 0.000 -0.002
H 0.0031 -1.1856 -6.1596 0.053 -0.061 -0.078
H 2.2664 -2.5276 -6.7887 -0.010 -0.010 0.004
H 3.2328 -1.4062 -8.8070 0.012 -0.002 -0.002
H 1.9123 0.5526 -9.6324 -0.010 0.006 -0.006
C -1.8266 -2.1926 9.2309 -0.001 -0.010 0.000
C -2.1701 -3.5396 8.9337 0.005 0.007 0.008
C -1.8534 -3.7589 7.6194 0.009 -0.005 -0.024
N -1.3347 -2.6006 7.1128 0.030 -0.017 0.019
C -1.3141 -1.6415 8.0863 0.005 -0.008 -0.015
H -1.9434 -1.6874 10.1749 0.001 0.003 0.005
H -2.6001 -4.2622 9.6066 -0.003 -0.004 0.004
H -1.9534 -4.6367 7.0048 -0.014 -0.006 0.000
H -1.0232 -2.4750 6.1661 -0.066 -0.001 -0.025
H -0.9391 -0.6537 7.8840 -0.009 0.012 0.007